a.
CH3OP in the gas phase. Source: OMol25; level of theory: ωB97M-V/def2-TZVPD.

Results
frontier orbital gap: 8.728 eV
SMILES: C1OP1

Structure (XYZ):
```
6
Properties=species:S:1:pos:R:3:mulliken_charge:R:1
C 0.6924 -0.2721 -0.3367 -0.30
O -0.3514 -0.9692 0.1750 -0.31
P -1.3588 0.4533 -0.1170 0.07
H 1.1224 0.4560 0.4262 0.25
H 1.0735 -0.6682 -1.2985 0.28
H -1.1781 1.0002 1.1510 0.01
```

---

b.
A 2-piece molecular cluster, CH3OP overall. Source: OMol25; level of theory: ωB97M-V/def2-TZVPD.

Results
frontier orbital gap (alpha / beta): 7.431 / 7.403 eV

Structure (XYZ):
```
6
Properties=species:S:1:pos:R:3:mulliken_charge:R:1
C 1.5472 -0.3142 -0.2866 -0.09
O 2.2241 0.5676 0.1724 -0.38
P -2.7619 0.0501 0.0565 -0.01
H 0.8066 -0.8029 0.4180 0.19
H 1.5303 -0.4047 -1.2980 0.27
H -3.3464 0.9041 0.9377 0.02
```

---

Which of them is most stable, and which least? Most stable: a; least stable: b.

---

a.
C2H3NS3 in the gas phase. Source: OMol25; level of theory: ωB97M-V/def2-TZVPD.

Results
frontier orbital gap: 7.434 eV
SMILES: NC(=S)C(=S)S

Structure (XYZ):
```
9
Properties=species:S:1:pos:R:3:mulliken_charge:R:1
C 0.9068 -0.1123 -0.4695 0.38
C -0.2364 -1.1533 0.3000 0.18
N 0.6214 1.2037 -0.4446 -0.39
S 1.9999 -0.8686 -1.3317 -0.36
S -1.4161 -0.3933 1.1195 -0.28
S -0.0696 -2.8037 -0.0188 -0.14
H -0.3156 1.4690 -0.2076 0.18
H 1.0262 1.7425 -1.1507 0.25
H -0.9211 -3.1611 1.0656 0.17
```

---

b.
C2H3NS3 in the gas phase. Source: OMol25; level of theory: ωB97M-V/def2-TZVPD.

Results
frontier orbital gap: 8.378 eV
SMILES: S=CS/C=N\S

Structure (XYZ):
```
9
Properties=species:S:1:pos:R:3:mulliken_charge:R:1
C -0.0995 -0.7503 -1.0480 0.11
C 1.7139 0.0155 0.8159 -0.12
H -2.4375 0.5431 -0.4161 0.07
H 0.7960 -1.2690 -1.3027 0.34
H 2.2020 -0.6781 0.1439 0.20
N -1.1233 -0.9280 -1.7593 -0.34
S -2.6301 -0.2264 -1.5264 -0.06
S 0.0367 0.2889 0.4014 0.00
S 2.4444 0.7068 2.0802 -0.19
```

---

Which of them is most stable, and which least? Most stable: a; least stable: b.

---

a.
A 2-piece molecular cluster, CH2N2O3S overall. Source: OMol25; level of theory: ωB97M-V/def2-TZVPD.

Results
net charge: -2
frontier orbital gap: 7.281 eV

Structure (XYZ):
```
9
Properties=species:S:1:pos:R:3:mulliken_charge:R:1
C 2.9567 -0.5541 -0.1403 0.39
N -0.6173 0.0203 0.7470 -0.52
N 2.9387 -0.1306 -1.2354 -0.65
O -2.6329 -0.5011 -0.8999 -0.77
O 3.3441 -1.0471 0.9167 -0.73
O -2.1731 2.0948 0.3744 -0.64
S -2.0251 0.5781 0.6789 0.38
H 0.0890 0.6257 0.2820 0.21
H -1.8800 -1.0860 -0.7233 0.33
```

---

b.
A 2-piece molecular cluster, CH2N2O3S overall. Source: OMol25; level of theory: ωB97M-V/def2-TZVPD.

Results
net charge: -2
frontier orbital gap: 6.949 eV

Structure (XYZ):
```
9
Properties=species:S:1:pos:R:3:mulliken_charge:R:1
C 1.6744 -0.1812 0.0367 0.44
N 0.5128 1.0313 0.0889 -0.27
N -1.5082 -0.6132 -0.9137 -0.68
O 1.4600 -1.3665 -0.2434 -0.65
O 2.7958 0.2933 0.1911 -0.71
O -1.8262 1.7217 -0.0225 -0.44
S -0.9470 0.5545 -0.0402 -0.02
H -0.9114 -1.3764 -0.8367 0.31
H -1.2502 -0.0635 1.7399 0.02
```

---

c.
A 2-piece molecular cluster, CH2N2O3S overall. Source: OMol25; level of theory: ωB97M-V/def2-TZVPD.

Results
net charge: -2
frontier orbital gap: 4.339 eV

Structure (XYZ):
```
9
Properties=species:S:1:pos:R:3:mulliken_charge:R:1
C -0.4236 -0.7143 -0.7041 0.35
N 0.3270 0.1525 -0.4640 -0.36
N -2.3577 -0.2195 0.9183 -0.80
O 2.2543 0.9343 1.1365 -0.52
O -0.8402 -1.7730 -1.1181 -0.49
O 2.7804 0.7870 -1.3249 -0.59
S 2.2201 0.1494 -0.0887 0.42
H -2.5573 0.7320 0.4078 -0.02
H -1.4030 -0.0483 1.2374 0.02
```

---

Which of them is most stable, and which least? Most stable: a; least stable: b.

---

a.
A 2-piece molecular cluster, C4H6BrNO overall. Source: OMol25; level of theory: ωB97M-V/def2-TZVPD.

Results
frontier orbital gap: 10.231 eV
SMILES: O=CN=C1CC1.Br

Structure (XYZ):
```
13
Properties=species:S:1:pos:R:3:mulliken_charge:R:1
C 1.2451 -0.1317 2.1082 0.10
C -1.4038 -0.0132 -0.4120 -0.45
C -0.2992 0.3205 -1.4168 -0.56
C -0.0187 0.2068 0.0072 0.50
N 0.8446 0.1721 0.8857 -0.26
O 1.5746 -1.2380 2.4829 -0.54
Br 2.4423 -4.3954 1.8166 -0.32
H 1.3996 0.7749 2.7232 0.28
H -2.1388 0.7487 -0.2044 0.23
H -1.7918 -1.0210 -0.3715 0.23
H 0.0710 -0.4654 -2.0616 0.23
H -0.3076 1.2935 -1.8836 0.23
H 2.0822 -3.0801 2.1831 0.32
```

---

b.
A 2-piece molecular cluster, C4H6BrNO overall. Source: OMol25; level of theory: ωB97M-V/def2-TZVPD.

Results
frontier orbital gap: 8.073 eV

Structure (XYZ):
```
13
Properties=species:S:1:pos:R:3:mulliken_charge:R:1
C 2.3827 1.7075 -0.0072 0.53
C -1.5209 -0.8216 -0.8509 -0.52
C -1.9618 -1.0013 0.6113 -0.62
C -0.5957 -0.3398 0.1722 -0.24
N 2.5922 2.7564 0.4763 -0.31
O 2.4508 0.6592 -0.5028 -0.47
Br 0.9417 -1.8069 0.2980 -0.08
H -1.4414 -1.5047 -1.6369 0.31
H -1.9643 0.0510 -1.3225 0.20
H -3.0063 -0.5633 0.8260 0.25
H -2.0004 -1.9897 0.8929 0.28
H 1.8781 -0.7191 0.0797 0.39
H 2.2451 3.5724 0.9641 0.28
```

---

Which of them is most stable, and which least? Most stable: a; least stable: b.